Run a
Entry from the OMol25 dataset: one molecule with the formula C13H14O (ωB97M-V/def2-TZVPD).

charge: 0
frontier orbital gap: 7.803 eV

Structure (XYZ):
```
28
C13H14O ωB97M-V/def2-TZVPD
C 0.2221 -3.6336 0.6559
C 0.6100 -2.8197 1.7039
C -0.1135 -3.0594 -0.5594
C 0.6585 -1.4463 1.5487
C -0.0815 -1.6886 -0.7108
C 0.2960 -0.8507 0.3424
C 0.3548 1.6553 -2.3654
C -0.8143 1.8018 -1.7363
C 1.3676 0.9262 -1.6632
C -1.0263 1.1740 -0.3912
C 0.2788 0.6072 0.1530
C -1.7406 2.1473 0.5541
C 1.0449 1.4578 1.1321
O 2.4794 0.5601 -1.8343
H 0.1873 -4.7066 0.7791
H 0.8741 -3.2586 2.6545
H -0.3988 -3.6856 -1.3931
H 0.9561 -0.8340 2.3846
H -0.3293 -1.2491 -1.6682
H 0.5609 2.0559 -3.3477
H -1.6434 2.3389 -2.1732
H -1.7161 0.3347 -0.5614
H -1.1422 3.0360 0.7305
H -1.9325 1.6610 1.5072
H -2.6928 2.4498 0.1255
H 1.1332 2.4773 0.7641
H 2.0474 1.0563 1.2581
H 0.5605 1.4926 2.1106
```

These are the Löwdin partial charges, in e, on atoms 1 to 5: number 1, C, carries -0.099; number 2, C, carries -0.087; number 3, C, carries -0.083; number 4, C, carries -0.030; number 5, C, carries -0.041


Run b
Entry from the OMol25 dataset: C13H14O as an isolated structure (ωB97M-V/def2-TZVPD).

charge: 0
frontier orbital gap: 9.569 eV

Structure (XYZ):
```
28
C13H14O ωB97M-V/def2-TZVPD
C 1.0518 0.7350 -2.0747
C -0.2398 1.2052 -2.0227
C 0.8521 1.9046 1.1854
C 1.5157 0.6064 0.7631
C -0.5680 1.5947 0.7077
C 0.5201 -0.4898 1.3556
C -0.8935 0.2089 1.2650
C 0.8995 0.2674 -0.6371
C -0.5270 0.7990 -0.6562
C 0.6402 -1.1311 -0.0125
C -1.4156 -0.3921 -0.1189
C 1.7238 -2.2825 -0.1268
C -2.8336 -0.7377 -0.4185
O -0.6396 -1.5197 -0.3713
H 1.7292 0.5867 -2.9129
H -0.7121 1.7009 -2.8831
H 0.9046 1.9230 2.2297
H 1.2352 3.0042 0.8085
H 2.6325 0.5933 0.8333
H -1.3482 2.3744 0.7892
H 0.7022 -1.0636 2.2667
H -1.5354 -0.0719 2.0888
H 1.8697 -2.8119 0.7591
H 2.6821 -1.7780 -0.3948
H 1.3052 -2.9479 -0.8498
H -3.5078 -0.4187 0.3782
H -2.8593 -1.7310 -0.6415
H -3.1839 -0.1279 -1.3096
```

These are the Löwdin partial charges, in e, on atoms 1 to 5: number 1, C, carries 0.094; number 2, C, carries 0.028; number 3, C, carries -0.111; number 4, C, carries -0.127; number 5, C, carries -0.132


Most stable one: run a, least stable one: run b.


Run a
Entry from the OMol25 dataset: one molecule with the formula H3NO2S (ωB97M-V/def2-TZVPD).

structure (SMILES): NOSO
charge: 0
frontier orbital gap: 9.383 eV

Structure (XYZ):
```
7
H3NO2S ωB97M-V/def2-TZVPD
N 1.2035 0.8550 0.0476
O -2.1752 -0.6298 -0.2870
O 0.0254 0.6697 -0.6733
S -1.4116 0.7191 0.2653
H 1.2872 0.1341 0.7260
H 0.8637 1.6440 0.5528
H -2.5614 -0.6057 -1.1846
```

These are the Löwdin partial charges, in e, on atoms 1 to 5: number 1, N, carries -0.030; number 2, O, carries -0.458; number 3, O, carries -0.565; number 4, S, carries 0.907; number 5, H, carries 0.056


Run b
Entry from the OMol25 dataset: a 2-piece molecular cluster, H3NO2S overall (ωB97M-V/def2-TZVPD).

charge: 0
frontier orbital gap (spin up / spin down): 7.497 / 7.277 eV

Structure (XYZ):
```
7
H3NO2S ωB97M-V/def2-TZVPD
N -0.3454 0.0112 -0.3398
O 2.7534 -1.2279 -0.3283
O 1.1409 1.9258 -0.3424
S 1.0367 0.6826 0.3191
H -0.9390 -0.8400 -0.1069
H -0.1592 0.2715 -1.3176
H 0.6763 1.0922 1.6068
```

These are the Löwdin partial charges, in e, on atoms 1 to 5: number 1, N, carries -0.237; number 2, O, carries -0.198; number 3, O, carries -0.498; number 4, S, carries 0.769; number 5, H, carries 0.103


Run c
Entry from the OMol25 dataset: one molecule with the formula H3NO2S (ωB97M-V/def2-TZVPD).

structure (SMILES): N[SH](=O)=O
charge: 0
frontier orbital gap: 9.785 eV

Structure (XYZ):
```
7
H3NO2S ωB97M-V/def2-TZVPD
N -0.8228 0.6312 -0.0485
O 0.2988 -1.5035 -1.5903
O 1.7157 0.5721 0.0982
S 0.5534 -0.2764 -0.0616
H -1.7232 0.2214 -0.2389
H -0.5331 1.4669 0.6396
H 0.5111 -1.1117 1.2015
```

These are the Löwdin partial charges, in e, on atoms 1 to 5: number 1, N, carries -0.186; number 2, O, carries -0.508; number 3, O, carries -0.413; number 4, S, carries 0.792; number 5, H, carries 0.069


Most stable one: run a, least stable one: run b.


Run a
Entry from the OMol25 dataset: a 2-piece molecular cluster, H2 overall (ωB97M-V/def2-TZVPD).

charge: 0
frontier orbital gap: 8.992 eV

Structure (XYZ):
```
2
H2 ωB97M-V/def2-TZVPD
H 0.0000 0.0000 0.9150
H 0.0000 0.0000 -0.9150
```

The computed Löwdin charges, all in e, follow: number 1, H, carries 0.000; number 2, H, carries 0.000


Run b
Entry from the OMol25 dataset: a 2-piece molecular cluster, H2 overall (ωB97M-V/def2-TZVPD).

charge: 0
frontier orbital gap: 6.781 eV

Structure (XYZ):
```
2
H2 ωB97M-V/def2-TZVPD
H 0.0000 0.0000 1.1918
H 0.0000 0.0000 -1.1918
```

The computed Löwdin charges, all in e, follow: number 1, H, carries 0.000; number 2, H, carries 0.000


Most stable one: run a, least stable one: run b.


Run a
Entry from the OMol25 dataset: C38H27F2FeIN4O2S3 as an isolated structure (ωB97M-V/def2-TZVPD).

charge: -1
multiplicity: 2
frontier orbital gap (spin up / spin down): 7.303 / 7.322 eV
expectation value of S²: 0.7947

Structure (XYZ):
```
78
C38H27F2FeIN4O2S3 ωB97M-V/def2-TZVPD
Fe -0.8311 -0.1711 -0.3153
C 2.5283 -2.4012 1.5651
C 1.3104 -1.5262 1.5605
N 0.6658 -1.3693 0.4521
N 1.2121 -2.1115 -0.5706
C 0.3676 -2.2389 -1.5704
O -0.8078 -1.7758 -1.6245
C 0.8704 -3.0372 -2.7309
C -0.0444 -3.5942 -3.6181
C 0.3970 -4.2955 -4.7305
C 1.7581 -4.4281 -4.9720
C 2.6736 -3.8651 -4.0923
C 2.2333 -3.1778 -2.9713
C 0.8494 -0.9405 2.8433
C 1.7440 -0.5839 3.8548
C 1.2457 -0.0213 5.0176
C -0.1217 0.1478 5.1582
C -0.9331 -0.2527 4.1054
N -0.4589 -0.7729 2.9877
H 3.2319 -2.0658 0.8006
H 3.0113 -2.4287 2.5382
H 2.2434 -3.4165 1.2820
H -1.1001 -3.4602 -3.4198
H -0.3207 -4.7317 -5.4147
H 2.1048 -4.9634 -5.8478
H 3.7356 -3.9546 -4.2857
H 2.9314 -2.7203 -2.2832
H 2.8117 -0.6970 3.7279
H 1.9239 0.2878 5.8035
H -0.5488 0.5815 6.0525
H -2.0137 -0.1467 4.1466
F 0.8775 3.5491 3.1935
C -0.0580 3.1407 2.2992
C 0.1223 1.9454 1.6429
C -0.8238 1.5013 0.7230
C -1.9102 2.3511 0.4397
C -2.0513 3.5407 1.1399
F -3.1009 4.3642 0.8850
C -1.1519 3.9595 2.0941
C -2.7178 1.9367 -0.7107
C -3.7727 2.6283 -1.3025
C -4.3075 2.1499 -2.4828
C -3.7952 0.9960 -3.0559
C -2.7768 0.3383 -2.3943
N -2.2688 0.8002 -1.2571
H 1.0053 1.3742 1.8782
H -1.2766 4.8948 2.6193
H -4.1456 3.5332 -0.8512
H -5.1192 2.6840 -2.9616
H -4.1827 0.6022 -3.9845
H -2.3451 -0.5885 -2.7486
O 0.3354 0.5320 -1.6646
C 1.2371 1.4181 -2.1690
C 2.6418 1.0522 -1.6701
C 2.9745 0.7574 -0.3826
C 4.3404 0.4056 -0.2177
C 5.0253 0.4304 -1.3946
S 4.0103 0.8725 -2.6976
C 0.9186 2.8696 -1.7910
C 1.4978 3.6895 -0.8697
C 0.8198 4.9335 -0.7240
C -0.2548 5.0376 -1.5512
S -0.4496 3.6334 -2.5076
C 1.1895 1.2942 -3.6989
C 0.6008 0.2792 -4.3855
C 0.7466 0.4026 -5.7952
C 1.4391 1.5184 -6.1516
S 1.9125 2.4272 -4.7796
H 2.2454 0.7657 0.4118
H 4.7896 0.1427 0.7307
H 6.0659 0.2043 -1.5637
H 2.3727 3.4063 -0.3041
H 1.1197 5.7075 -0.0314
H -0.9392 5.8656 -1.6486
H 0.0766 -0.5111 -3.8731
H 0.3516 -0.3086 -6.5074
H 1.6856 1.8617 -7.1437
I -2.9474 -1.5277 0.6722
```

These are the Löwdin partial charges, in e, on atoms 1 to 5: number 1, Fe, carries 0.359; number 2, C, carries -0.033; number 3, C, carries -0.253; number 4, N, carries 0.021; number 5, N, carries 0.079


Run b
Entry from the OMol25 dataset: C38H27F2FeIN4O2S3 as an isolated structure (ωB97M-V/def2-TZVPD).

charge: -1
multiplicity: 2
frontier orbital gap (spin up / spin down): 6.895 / 6.849 eV
expectation value of S²: 0.9878

Structure (XYZ):
```
78
C38H27F2FeIN4O2S3 ωB97M-V/def2-TZVPD
Fe 0.3473 0.5490 0.4348
C -3.3257 -0.5198 3.0149
C -2.5323 -0.3216 1.7591
N -1.5009 0.4571 1.7207
N -1.2817 1.2639 2.8037
C -0.3106 2.0932 2.4668
O 0.3837 2.0125 1.4132
C -0.0153 3.2002 3.4203
C -0.4318 3.1341 4.7457
C -0.1116 4.1547 5.6263
C 0.6185 5.2511 5.1877
C 1.0320 5.3204 3.8646
C 0.7242 4.2938 2.9865
C -3.0670 -0.8997 0.5006
C -4.3048 -1.5492 0.4889
C -4.8464 -1.9345 -0.7246
C -4.1393 -1.6790 -1.8878
C -2.9140 -1.0373 -1.7748
N -2.4066 -0.6455 -0.6194
H -2.7897 -0.0760 3.8483
H -3.4723 -1.5860 3.1970
H -4.3119 -0.0552 2.9507
H -1.0003 2.2737 5.0685
H -0.4278 4.0936 6.6598
H 0.8762 6.0428 5.8792
H 1.6056 6.1714 3.5200
H 1.0586 4.3145 1.9580
H -4.8325 -1.7372 1.4121
H -5.8053 -2.4377 -0.7603
H -4.5172 -1.9715 -2.8579
H -2.3159 -0.8173 -2.6524
F 5.3554 1.2331 -1.3232
C 4.0400 1.5392 -1.4830
C 3.1030 0.9259 -0.6793
C 1.7506 1.2476 -0.8162
C 1.3764 2.1635 -1.8252
C 2.3810 2.7487 -2.5957
F 2.0697 3.6707 -3.5600
C 3.7159 2.4669 -2.4509
C -0.0481 2.4863 -1.9679
C -0.6051 3.3290 -2.9389
C -1.9563 3.6016 -2.8927
C -2.7296 3.0409 -1.8874
C -2.1114 2.1802 -1.0031
N -0.8164 1.8848 -1.0564
H 3.4441 0.2275 0.0611
H 4.4609 2.9459 -3.0673
H 0.0116 3.7671 -3.7027
H -2.4004 4.2579 -3.6310
H -3.7865 3.2471 -1.7966
H -2.6727 1.6951 -0.2201
O 0.5047 -1.3220 -0.0898
C 1.0983 -2.3989 -0.7023
C 1.7847 -3.3588 0.2847
C 1.6073 -3.3881 1.6293
C 2.2127 -4.5156 2.2525
C 2.8216 -5.3395 1.3617
S 2.6607 -4.7536 -0.2407
C 2.0691 -1.9987 -1.8054
C 3.4270 -2.0995 -1.8369
C 4.0101 -1.5314 -3.0012
C 3.0830 -0.9746 -3.8234
S 1.5027 -1.1530 -3.1967
C 0.0156 -3.3250 -1.2947
C -0.1577 -3.8588 -2.5378
C -1.2504 -4.7686 -2.6111
C -1.8800 -4.9137 -1.4156
S -1.1553 -3.9556 -0.2009
H 1.0437 -2.6332 2.1428
H 2.1973 -4.6920 3.3175
H 3.3621 -6.2502 1.5538
H 3.9988 -2.5599 -1.0479
H 5.0709 -1.5167 -3.1965
H 3.2400 -0.4631 -4.7567
H 0.4929 -3.6450 -3.3693
H -1.5414 -5.2878 -3.5124
H -2.7299 -5.5327 -1.1841
I 1.9441 0.2179 2.4673
```

These are the Löwdin partial charges, in e, on atoms 1 to 5: number 1, Fe, carries 0.414; number 2, C, carries -0.039; number 3, C, carries -0.242; number 4, N, carries 0.027; number 5, N, carries 0.070


Most stable one: run a, least stable one: run b.


Run a
Entry from the OMol25 dataset: one molecule with the formula C2HN3O3 (ωB97M-V/def2-TZVPD).

structure (SMILES): O=c1nn[nH]oc1=O
charge: 0
frontier orbital gap: 8.719 eV

Structure (XYZ):
```
9
C2HN3O3 ωB97M-V/def2-TZVPD
C 0.1622 1.2149 -0.6569
C -0.1492 -0.3076 -1.1138
H -0.9472 -1.5713 1.7197
N 0.6944 1.3060 0.8730
N 0.4219 0.3260 1.6577
N -0.1537 -1.0081 1.3340
O 0.0772 2.1455 -1.3938
O 0.1286 -1.4292 -0.2033
O -0.2342 -0.6763 -2.2166
```

These are the Löwdin partial charges, in e, on atoms 1 to 5: number 1, C, carries -0.232; number 2, C, carries -0.343; number 3, H, carries 0.140; number 4, N, carries 0.090; number 5, N, carries -0.013


Run b
Entry from the OMol25 dataset: one molecule with the formula C2HN3O3 (ωB97M-V/def2-TZVPD).

structure (SMILES): O=C(O)c1nnno1
charge: 0
frontier orbital gap: 10.536 eV

Structure (XYZ):
```
9
C2HN3O3 ωB97M-V/def2-TZVPD
C 1.0696 0.2229 -0.1339
C -0.3373 0.2125 -0.1731
H 2.6045 -0.9726 0.3149
N -0.9266 -0.8822 0.0176
N -2.1421 -0.6256 0.0979
N -2.4370 0.5911 0.0841
O 1.5445 -0.9464 -0.1510
O 1.7461 1.2235 0.1963
O -1.1216 1.1769 -0.2528
```

These are the Löwdin partial charges, in e, on atoms 1 to 5: number 1, C, carries -0.517; number 2, C, carries -0.395; number 3, H, carries 0.299; number 4, N, carries 0.111; number 5, N, carries -0.016


Most stable one: run b, least stable one: run a.